Record 1
{"formula": "C20H21IrN9O7", "method": "the ωB97M-V functional and the def2-TZVPD basis", "charge": 2, "s_squared": 8.797, "multiplicity": 6, "e_homo_ev": [-14.382, -14.480], "elements": ["Ir", "C", "N", "C", "C", "N", "N", "C", "N", "N", "H", "H", "H", "H", "H", "H", "H", "H", "H", "H", "H", "N", "C", "C", "C", "C", "C", "C", "C", "C", "N", "C", "H", "H", "H", "H", "H", "H", "H", "H", "O", "C", "O", "C", "C", "C", "C", "C", "C", "O", "N", "O", "O", "N", "O", "O", "H", "H"], "positions_angstrom": [[0.30190, -0.23953, 0.97515], [-4.43816, 0.62547, 1.74445], [-3.56250, 1.78485, 1.72646], [-4.20069, 3.07120, 1.93850], [-2.22719, 1.62340, 1.72283], [-1.64980, 0.45937, 1.82493], [-1.45545, 2.76289, 1.59646], [-0.08869, 2.86256, 1.49498], [0.38258, 4.08222, 1.19729], [0.69215, 1.84271, 1.68028], [-5.40914, 0.90891, 1.34382], [-4.58835, 0.24902, 2.76030], [-4.05342, -0.16880, 1.10490], [-5.27684, 2.94317, 1.86077], [-3.92174, 3.81554, 1.19030], [-3.98625, 3.45676, 2.93797], [-2.30557, -0.30058, 1.95284], [-1.96463, 3.62440, 1.45892], [-0.19109, 4.90594, 1.15663], [1.36631, 4.21051, 1.02109], [1.67748, 2.08289, 1.63214], [2.52080, -0.97544, 1.56852], [2.53078, -2.35261, 1.25394], [3.63992, -3.01133, 0.76509], [3.59229, -4.38827, 0.52065], [2.44736, -5.10656, 0.76205], [1.27215, -4.46269, 1.20858], [0.04050, -5.11770, 1.41204], [-1.04826, -4.39282, 1.83275], [-0.92720, -3.00864, 1.99170], [0.19912, -2.36643, 1.77738], [1.31003, -3.06106, 1.43476], [2.48079, -0.80405, 2.57400], [3.30957, -0.48432, 1.15170], [4.56291, -2.47388, 0.60769], [4.47680, -4.88530, 0.15573], [2.42921, -6.17285, 0.60724], [-0.04321, -6.17828, 1.22476], [-2.00099, -4.86102, 2.01807], [-1.77516, -2.41965, 2.31235], [-2.28198, 0.19520, -2.17777], [-1.18280, -0.15455, -1.82501], [-0.79819, -0.87802, -0.88069], [-0.02148, 0.45858, -2.68130], [-0.22098, 0.73555, -4.00901], [0.75459, 1.43063, -4.71696], [1.88075, 1.94420, -4.07045], [2.06347, 1.65214, -2.74802], [1.16288, 0.82836, -1.98548], [1.47118, 0.55503, -0.79230], [3.13455, 2.18567, -1.89950], [3.97669, 1.41623, -1.53132], [2.99453, 3.33390, -1.56186], [0.54090, 1.68433, -6.14811], [-0.46617, 1.24083, -6.62563], [1.39921, 2.32479, -6.69237], [-1.11457, 0.41745, -4.53212], [2.58909, 2.54970, -4.62208]], "atomic_forces_ev_per_a": [[-0.879, 0.159, -0.482], [-0.180, -0.410, 0.053], [0.533, 0.052, -0.150], [-0.056, 0.508, 0.237], [-0.483, -0.233, 0.113], [0.691, -0.923, -0.274], [-0.211, 0.412, -0.140], [-0.009, 0.274, 0.054], [-0.014, -0.015, 0.059], [0.417, -1.009, -0.290], [0.103, 0.027, -0.002], [0.045, -0.015, -0.020], [-0.003, 0.057, -0.045], [0.084, 0.006, -0.025], [0.012, -0.047, -0.087], [0.001, 0.046, -0.026], [-0.033, 0.213, -0.037], [0.023, -0.136, -0.050], [-0.097, 0.031, 0.015], [-0.017, 0.000, 0.042], [-0.119, 0.124, -0.063], [-0.566, 1.042, 0.035], [0.207, -1.268, -0.314], [-0.597, 0.547, 0.448], [-0.400, -0.484, -0.001], [0.281, 0.154, -0.073], [0.114, 0.487, 0.029], [-0.137, 0.275, 0.080], [0.116, -0.045, 0.021], [-0.236, -0.343, 0.062], [-0.215, 0.998, -0.103], [0.762, -0.447, -0.345], [0.318, -0.082, -0.113], [-0.151, 0.043, 0.131], [0.103, 0.104, -0.014], [0.068, -0.073, -0.020], [-0.004, -0.157, -0.055], [0.026, -0.096, 0.029], [-0.071, -0.060, 0.011], [-0.072, 0.011, -0.103], [-0.683, -0.340, 0.470], [0.905, 2.078, -2.731], [0.489, -1.454, 3.087], [-1.725, -0.939, 0.778], [0.102, -0.139, -0.158], [-0.418, -0.433, 0.875], [1.048, 0.342, 0.548], [0.168, 0.052, -0.584], [0.541, 0.249, -0.161], [-0.221, 0.253, -0.291], [-0.265, -0.070, -0.587], [0.568, -0.293, 0.073], [0.041, 0.667, 0.286], [0.177, 0.092, 0.392], [-0.459, -0.216, -0.341], [0.459, 0.356, -0.483], [-0.059, 0.033, 0.219], [-0.021, 0.034, 0.021]]}

=====

Record 2
{"formula": "C5H4FeO2", "method": "the ωB97M-V functional and the def2-TZVPD basis", "relative_energy_ev": 0.000, "charge": -1, "s_squared": 8.759, "multiplicity": 6, "e_homo_ev": [-2.264, -2.592], "elements": ["C", "Fe", "O", "C", "H", "H", "O", "C", "C", "C", "H", "H"], "positions_angstrom": [[0.65310, 0.87970, -1.23441], [-1.10628, -1.65553, 0.04733], [-0.42308, 0.14977, -1.59917], [-1.72067, 0.12314, -0.95125], [-1.90198, 0.95449, -0.24523], [-2.45731, 0.13053, -1.77137], [2.53581, 0.93324, 0.20182], [1.15582, 0.69738, 0.03282], [0.47395, 0.30357, 1.21185], [-0.07036, -0.13441, 2.22225], [2.64256, 1.61563, 0.87384], [-0.55786, -0.25524, 3.17437]], "atomic_forces_ev_per_a": [[1.903, -0.276, 0.456], [-0.056, 0.993, -0.201], [-1.517, -0.081, -0.483], [-0.312, -0.751, 0.765], [0.284, -0.095, -0.474], [0.143, 0.013, 0.396], [0.137, 0.500, 0.408], [-0.644, 0.397, -0.221], [-0.105, -0.898, 0.056], [-0.065, 0.137, -0.168], [0.074, 0.024, -0.032], [0.158, 0.036, -0.502]]}

=====

Question: Which formula does entry 1 have?
Answer: C20H21IrN9O7